# C32H66As3N2O6SSi4TcTe

A molecular structure, C32H66As3N2O6SSi4TcTe at a distorted geometry (wB97M-V/def2-TZVPD, OMol25).

E_HOMO (alpha / beta) ... -0.35547 / -0.35871 hartree
Electronic energy ... -10432.122571 Eh
Total charge ... +1
Gap between HOMO and LUMO (alpha / beta) ... 6.385 / 5.954 eV
Multiplicity ... 4

```
116
Properties=species:S:1:pos:R:3:forces:R:3
Te 1.25515 1.41913 2.11592 0.1 0.9 0.3
Tc 0.15682 0.48973 -0.11753 -0.6 -0.3 -0.1
As -2.23694 2.16201 -5.41431 0.0 0.0 0.0
As -0.82086 -0.52887 -2.17306 -0.1 0.0 -0.3
As 1.37407 2.18652 -1.59530 0.2 0.0 0.3
S 2.84581 -0.97424 0.38934 0.5 -0.8 1.0
Si 2.96386 -1.21737 4.89015 0.2 0.1 0.2
Si 2.44045 1.01906 4.35101 0.0 -0.4 -0.1
Si 4.33927 2.41193 4.10759 -0.1 0.0 0.0
Si 0.68013 1.86097 5.67933 0.0 0.2 -0.1
O 1.64309 -0.67032 -0.62867 0.2 -0.1 0.0
O -4.54056 -2.89794 3.84851 0.0 0.0 0.0
O -5.42435 3.26334 3.17000 0.0 0.0 0.0
O 3.82284 -1.77229 -0.29357 -0.2 0.4 -0.5
O 2.21044 -1.67625 1.50249 -0.1 0.2 -0.1
O 3.33850 0.35808 0.79191 0.0 0.0 -0.1
N -1.01000 -0.95189 1.01050 0.1 0.1 -0.1
N -1.66738 1.53014 0.41330 0.1 0.0 0.0
C -1.93361 2.80276 0.10341 0.0 0.1 0.0
C 4.97739 2.73564 5.83989 0.1 0.0 0.0
C 1.44114 -2.30493 4.90902 0.1 0.0 0.1
C -3.34504 -3.54882 3.47601 0.0 0.0 0.0
C 5.59315 1.52399 3.05167 0.0 0.0 0.0
C -3.72727 1.44658 1.60431 0.0 0.0 0.1
C -5.28573 3.40286 1.77037 0.0 0.0 0.0
C 0.74984 4.01805 -1.80337 0.0 0.0 -0.1
C -2.71348 -0.20288 -2.44777 0.0 0.0 0.0
C -0.62133 2.10688 -4.23906 0.0 0.0 0.0
C -1.33586 -3.06255 2.05509 0.0 0.1 0.0
C -2.54309 -2.63784 2.59199 0.0 -0.1 0.0
C -2.44032 0.38455 -6.22842 0.0 0.0 0.0
C 0.06988 -0.31138 -3.89357 0.0 0.0 0.0
C -2.55634 0.85148 1.17102 0.0 0.1 0.0
C 0.43218 3.67732 5.26929 0.0 0.0 0.0
C -0.75927 -2.45681 -2.04724 0.0 0.0 0.0
C -0.59928 -2.19837 1.27035 0.0 0.0 0.0
C -1.43787 3.03346 -6.97658 0.0 0.0 0.0
C 3.56749 -1.07655 6.67124 0.0 0.0 0.0
C 4.40473 -1.91001 3.92648 -0.1 -0.1 0.1
C -0.90331 0.91098 5.33089 0.0 -0.1 0.0
C -3.08289 3.45299 0.50550 -0.1 -0.1 0.0
C -4.01258 2.76268 1.27096 0.1 0.1 0.0
C 3.19340 2.57173 -1.07293 0.0 0.0 -0.1
C -2.18825 -0.53432 1.50642 0.1 -0.1 0.1
C 3.84439 4.03537 3.31354 0.0 0.0 0.0
C 0.52780 1.09218 -4.30858 0.0 0.0 0.0
C 1.69226 1.56492 -3.41397 0.0 0.0 0.0
C -2.97348 -1.35511 2.29781 -0.1 0.1 0.0
C 1.11057 0.99556 -5.72355 0.0 0.0 0.0
C 1.09536 1.71639 7.49931 0.0 0.0 0.0
H 2.20262 2.39741 -3.90656 0.0 0.0 0.0
H -2.22129 3.18425 -7.71828 0.0 0.0 0.0
H 2.42545 0.76095 -3.30256 0.0 0.0 0.0
H 4.46301 -0.45467 6.73926 0.0 0.0 0.0
H 4.30988 -1.80775 2.85206 0.0 0.0 -0.1
H 0.39074 0.58312 -6.42784 0.0 0.0 0.0
H -2.90976 0.85087 -2.64235 0.0 0.0 0.0
H -1.74241 1.38912 5.84375 0.0 0.0 0.0
H -0.63500 2.45014 -7.42120 0.0 0.0 0.0
H -4.78861 3.83473 3.61416 0.0 0.0 0.0
H 0.93636 -0.97516 -3.82830 0.0 0.0 0.0
H -3.54620 -4.47840 2.93200 0.0 0.0 0.0
H -1.43209 -2.79588 -1.26171 0.0 0.0 0.0
H 1.41342 1.98132 -6.08172 0.0 0.0 0.0
H -2.81600 -0.33836 -5.50905 0.0 0.0 0.0
H 1.73803 -3.32256 5.18021 0.0 0.0 0.0
H 3.18347 2.98488 -0.06570 0.0 0.0 0.0
H 0.71656 -1.95553 5.64966 0.0 0.0 -0.1
H -5.03921 -3.46520 4.44300 0.0 0.0 0.0
H -0.44963 4.06609 5.78621 0.0 0.0 0.0
H -3.91237 -1.01347 2.70420 0.0 0.0 0.0
H 5.12430 1.11702 2.15253 0.0 0.0 0.0
H 2.03937 2.20782 7.73771 0.0 0.0 0.0
H -1.12968 0.87362 4.26188 0.0 0.0 0.0
H 1.29175 4.26163 5.60509 0.0 0.0 0.0
H 3.76499 1.64978 -1.05278 0.0 0.0 0.0
H 5.20313 1.81277 6.37699 0.0 0.0 0.0
H -5.33394 4.44721 1.45148 0.0 0.0 0.0
H -6.14160 2.88423 1.33634 0.0 0.0 0.0
H -0.21316 3.11193 -4.39068 0.0 0.0 0.0
H 2.81849 -0.66704 7.35140 0.0 0.0 0.0
H -0.82797 -0.11641 5.69389 0.0 0.0 0.0
H 4.25317 3.30353 6.42657 0.0 0.0 0.0
H 5.33244 -1.43554 4.25210 0.0 0.0 0.0
H -4.42363 0.89743 2.22177 0.0 0.0 0.0
H 4.73854 4.63021 3.10871 0.0 0.0 0.0
H -3.20324 0.50615 -6.99804 0.0 0.0 0.0
H -3.23389 -0.49797 -1.53569 0.0 0.0 0.0
H -0.27195 4.07939 -2.17045 0.0 0.0 0.0
H 4.48719 -2.97690 4.15411 0.0 0.0 0.0
H 0.26278 -2.74652 -1.80707 0.0 0.0 0.0
H -0.94622 -4.05191 2.25583 0.0 0.0 0.0
H 6.38499 2.21655 2.75404 0.0 0.0 0.0
H -3.23957 4.48597 0.22581 0.0 0.0 0.0
H -1.53930 0.00044 -6.70109 0.0 0.0 0.0
H 0.98454 -2.32616 3.92870 -0.2 0.0 -0.3
H -2.73506 -3.80195 4.35070 0.0 0.0 0.0
H -3.08972 -0.80238 -3.27340 0.0 0.0 0.0
H -1.05785 4.01182 -6.68396 0.0 0.0 0.0
H 0.36639 -2.47377 0.87331 0.0 0.0 0.0
H -0.60433 -0.73162 -4.64175 0.0 0.0 0.0
H 1.99123 0.35067 -5.72720 0.0 0.0 0.0
H 3.61916 3.29008 -1.77325 0.0 0.0 0.0
H 1.15904 0.67905 7.83087 0.0 0.0 0.0
H 0.30892 2.20467 8.08176 0.0 0.0 0.0
H 1.40707 4.52074 -2.51268 0.0 0.0 0.0
H 0.30619 3.84529 4.19792 0.0 0.0 0.0
H 0.83285 4.51842 -0.83834 0.0 0.0 0.0
H 3.19586 4.62143 3.96679 0.0 0.0 0.0
H -1.06124 -2.89618 -2.99699 0.0 0.0 0.0
H -1.02478 2.10692 -3.21826 0.0 0.0 0.0
H -1.18401 3.31926 -0.47681 0.0 0.0 0.0
H 3.83716 -2.07239 7.03521 0.0 0.0 0.0
H 3.32007 3.87161 2.37058 0.0 0.0 0.0
H 5.89834 3.32245 5.78733 0.0 0.0 0.0
H 6.05724 0.69814 3.59157 0.0 0.0 0.0
```
Positions in Å, forces in eV/Å.